[1]
Formula: C3H3NO2
Source: the OMol25 dataset
Level of theory: ωB97M-V/def2-TZVPD

Each line ends with the natural charge from an NBO analysis.
Cartesian coordinates (Å):
C 1.19549 -0.07075 0.94789  0.147
C 0.16167 -0.21555 0.09279  0.392
C -0.86680 0.83691 -0.17571  -0.630
N 2.02954 -0.01992 1.72377  -0.156
O 0.56108 -2.43228 -1.28831  -0.339
O -0.01823 -1.23735 -0.71243  -0.151
H -1.26435 1.02498 0.81915  0.239
H -1.48758 0.41868 -0.86709  0.253
H -0.31083 1.69527 -0.54006  0.246

Summary:
E_HOMO (alpha / beta) in eV: -9.9113 / -9.8714
Energy above the lowest of the compared OMol25 structures with the same formula, charge and spin in kJ/mol: 690.2

---

[2]
Formula: C42H45N5O3PPtS5
Source: the OMol25 dataset
Level of theory: ωB97M-V/def2-TZVPD

Each line ends with the Mulliken charge.
Cartesian coordinates (Å):
Pt 0.30929 -0.05328 -0.47276  3.987
N 2.27715 -5.48934 4.75664  -0.493
C 2.26385 -4.32817 4.02521  1.154
C 2.31173 -3.08104 4.66716  -0.982
C 2.30425 -1.91146 3.94092  -0.435
C 2.21745 -1.96771 2.54765  -0.520
C 2.14279 -3.20095 1.89461  -0.177
C 2.16828 -4.36852 2.62610  -1.039
S 2.36770 -0.53763 1.54794  1.494
O 2.31505 -1.00999 0.17099  -0.214
O 3.47479 0.24186 1.98141  -0.713
N 1.00066 0.37119 1.49144  -0.951
C 0.23832 0.79093 2.58729  0.416
N 0.79651 0.73820 3.78981  -0.450
C 0.08121 1.20334 4.81034  -0.432
C -1.19852 1.70187 4.66285  -0.893
C -1.69675 1.67510 3.37327  -0.284
N -0.99593 1.22677 2.33588  0.027
H 2.51578 -5.45382 5.72879  0.207
H 2.43760 -6.35974 4.28734  0.214
H 2.37185 -3.04994 5.75062  0.292
H 2.36988 -0.95423 4.43316  0.622
H 2.08606 -3.22579 0.81186  0.553
H 2.12793 -5.32816 2.12013  0.334
H 0.56326 1.16906 5.78289  0.480
H -1.77149 2.08091 5.49563  0.434
H -2.70126 2.03060 3.15245  0.371
S -0.77319 -1.58558 0.92701  -0.622
C -1.34558 -2.52921 -0.43430  0.536
C -2.04004 -3.72087 -0.26940  -0.841
C -2.45203 -4.39278 -1.40664  -0.604
C -2.15356 -3.86303 -2.65722  -0.938
C -1.46279 -2.66948 -2.71728  -0.232
N -1.06898 -2.00876 -1.62321  0.127
H -2.25178 -4.09114 0.72895  0.541
H -3.00247 -5.32164 -1.31850  0.430
H -2.46194 -4.36497 -3.56676  0.505
H -1.22480 -2.20712 -3.67128  0.271
O 1.76670 0.59034 -1.91214  -0.618
C 3.01028 0.20147 -2.49935  2.032
C 3.22440 1.19225 -3.68225  -0.168
C 2.28313 1.96087 -4.29673  0.499
C 2.81902 2.75830 -5.35438  -1.408
C 4.15579 2.58200 -5.50804  -0.774
S 4.78142 1.46946 -4.36815  -0.003
C 4.20143 0.44816 -1.56120  -0.181
C 4.40436 1.57730 -0.82493  0.029
C 5.65454 1.58332 -0.14438  -0.856
C 6.36823 0.45359 -0.37492  -0.664
S 5.53687 -0.62146 -1.41387  -0.077
C 3.04911 -1.24039 -3.08074  -0.602
C 3.89156 -1.76583 -4.01608  -0.266
C 3.66073 -3.15467 -4.27254  -0.917
C 2.63464 -3.65521 -3.54216  -0.742
S 1.97290 -2.45394 -2.52486  0.276
H 1.24511 1.94847 -4.00795  -0.163
H 2.22315 3.43001 -5.96573  0.458
H 4.82108 3.04581 -6.22657  0.482
H 3.67213 2.37914 -0.77054  0.390
H 6.00390 2.39750 0.48259  0.427
H 7.34905 0.19183 0.00154  0.445
H 4.66090 -1.19701 -4.52203  0.529
H 4.24563 -3.74418 -4.97089  0.445
H 2.23506 -4.66372 -3.53338  0.483
C -3.65055 2.50945 -2.11703  -1.716
C -2.86573 1.59935 -1.16933  2.555
C -3.28504 0.15318 -1.43958  -1.896
C -3.15432 1.92371 0.30280  -1.619
P -1.01095 1.70147 -1.46388  -1.300
C -0.87201 1.48586 -3.27034  0.041
C -1.16882 2.50528 -4.17657  0.577
C -1.13307 2.26213 -5.54058  -0.858
C -0.79146 1.00661 -6.02563  -1.230
C -0.48227 -0.01357 -5.13900  -0.457
C -0.52561 0.22378 -3.77281  1.402
C -0.29151 3.39153 -1.04171  2.576
C 0.99619 3.54914 -1.86746  -1.746
C 0.08798 3.39938 0.44256  -1.701
C -1.23882 4.56502 -1.30192  -1.859
H -4.71174 2.40166 -1.87552  0.567
H -3.51521 2.21370 -3.15684  0.311
H -3.38894 3.56373 -2.01670  0.335
H -4.36551 0.06737 -1.29231  0.685
H -2.79014 -0.52945 -0.75508  0.282
H -3.05945 -0.15056 -2.46451  0.336
H -4.17938 1.62903 0.54201  0.494
H -3.05601 2.99363 0.50864  0.287
H -2.47300 1.37680 0.95740  0.338
H -1.42166 3.49896 -3.83199  -0.070
H -1.37374 3.06393 -6.23015  0.505
H -0.77052 0.82538 -7.09462  0.424
H -0.18896 -0.99008 -5.50927  0.545
H -0.26511 -0.56117 -3.08380  -0.899
H 1.63067 2.66572 -1.79289  -0.351
H 1.55238 4.40955 -1.48105  0.667
H 0.78703 3.73014 -2.92292  0.317
H 0.81404 2.62121 0.66946  0.202
H -0.77952 3.25763 1.08360  0.182
H 0.53928 4.36597 0.68464  0.688
H -1.53338 4.65555 -2.34774  0.225
H -0.70048 5.47797 -1.03538  0.516
H -2.13500 4.51933 -0.68104  0.413

Summary:
Charge: +1
E_HOMO (alpha / beta) in eV: -9.9224 / -9.9224
Energy above the lowest of the compared OMol25 structures with the same formula, charge and spin in kJ/mol: 287.7

---

[3]
Formula: C21H20Cl5MoN6OS4
Source: the OMol25 dataset
Level of theory: ωB97M-V/def2-TZVPD

Each line ends with the natural charge from an NBO analysis.
Cartesian coordinates (Å):
Mo -0.27101 1.67643 -0.53599  0.405
Cl 2.46768 -0.23943 -2.53583  0.021
C 2.86520 1.14013 -1.55833  0.021
C 1.87369 1.81662 -0.85201  -0.272
C 2.31728 2.91178 -0.14728  -0.070
Cl 0.99748 3.69473 0.71426  0.173
C 3.61059 3.39276 -0.08212  -0.082
Cl 3.98658 4.78611 0.84047  0.082
C 4.57888 2.67901 -0.78260  -0.087
Cl 6.21360 3.19195 -0.73971  0.087
C 4.20135 1.54961 -1.51650  -0.112
Cl 5.40238 0.67498 -2.37709  0.078
N -2.10180 0.59342 3.28183  -0.484
C -1.03632 1.17927 3.92222  -0.055
C -0.20743 1.62698 2.93923  -0.064
N -0.74932 1.33066 1.71156  -0.450
C -1.88609 0.70902 1.95587  0.324
C -2.68380 0.27817 0.82810  0.321
N -2.23557 0.53323 -0.38458  -0.411
C -3.16510 0.03950 -1.26584  -0.060
C -4.18930 -0.51510 -0.56032  -0.054
N -3.87073 -0.35517 0.76845  -0.480
H -2.89618 0.17499 3.73571  0.434
H -0.96927 1.22857 4.99348  0.246
H 0.72742 2.14752 3.04005  0.244
H -3.04590 0.11540 -2.33181  0.253
H -5.09661 -0.99391 -0.87817  0.248
H -4.44076 -0.65146 1.54250  0.435
O -4.92856 3.15055 -5.21617  -0.519
C -4.04131 2.99841 -4.43739  0.213
S -3.98256 3.79647 -2.84050  0.366
C -2.47173 3.08663 -2.34150  -0.410
C -1.85958 2.23939 -3.20409  -0.461
S -0.34802 1.49817 -2.79240  0.285
S -2.63229 1.94274 -4.74008  0.352
S -1.77922 3.45182 -0.80211  0.170
C -1.08538 -3.37597 -0.16138  -0.621
C 0.31872 -3.19173 -0.72804  -0.227
N 1.23256 -2.47863 0.16229  -0.406
C 2.25879 -3.28545 0.82678  -0.206
C 1.72801 -4.05736 2.02452  -0.620
C 1.10867 -1.15242 0.35200  0.568
C 2.04259 -0.47680 1.30622  -0.675
N 0.21767 -0.44697 -0.28414  -0.756
H -1.70801 -3.90296 -0.88348  0.231
H -1.56165 -2.41882 0.05943  0.196
H -1.05872 -3.96086 0.75682  0.217
H 0.28780 -2.67938 -1.69560  0.207
H 0.76729 -4.16527 -0.92130  0.224
H 3.08328 -2.64418 1.12316  0.215
H 2.66039 -3.97364 0.08094  0.212
H 1.30584 -3.38051 2.76912  0.205
H 2.53658 -4.61869 2.49155  0.233
H 0.95641 -4.76882 1.73111  0.210
H 3.05396 -0.49423 0.89582  0.251
H 1.74871 0.55948 1.42450  0.234
H 2.05463 -0.97131 2.27670  0.236
H -0.30181 -0.99547 -0.95834  0.382

Summary:
Charge: +1
E_HOMO (alpha / beta) in eV: -10.2024 / -10.2733
Energy above the lowest of the compared OMol25 structures with the same formula, charge and spin in kJ/mol: 47.2

---

[4]
Formula: C14H25BFeO5P
Source: the OMol25 dataset
Level of theory: ωB97M-V/def2-TZVPD

Each line ends with the natural charge from an NBO analysis.
Cartesian coordinates (Å):
C -1.01934 4.13088 2.17077  -0.655
C -1.48793 2.85755 1.55840  0.089
C -2.34161 2.89400 0.39410  -0.036
C -2.82418 1.73477 -0.18112  -0.255
C -2.52551 0.47347 0.32395  0.133
C -3.10232 -0.77213 -0.28552  -0.287
C -4.26253 -0.48360 -1.27000  -0.608
C -3.68112 -1.67706 0.86910  -0.586
C -1.62081 0.44081 1.47143  0.471
O -1.25878 -0.72046 1.97081  -0.460
C 0.15863 -1.09301 1.84432  -0.083
C 0.94741 -0.39420 0.75366  -0.001
C 0.76375 -0.89073 -0.68453  -0.098
O 1.84924 -0.24668 -1.36536  -0.823
P 3.20276 -0.26518 -0.30161  1.314
C 3.85461 -1.96068 -0.86147  -1.162
B 4.05736 -1.90039 -2.40156  1.119
O 3.10194 -1.86016 -3.38684  -0.929
O 5.43472 -1.89044 -2.85313  -0.953
O 2.29263 -0.84000 1.02188  -0.793
C -1.14474 1.62780 2.05269  -0.262
H -0.47582 4.73922 1.44691  0.254
H -0.43957 3.96088 3.07361  0.241
H -1.89899 4.71369 2.46482  0.251
H -2.60608 3.86665 -0.00204  0.235
H -3.47470 1.84737 -1.03440  0.251
H -2.36914 -1.36621 -0.83387  0.251
H -4.86486 0.35713 -0.92959  0.210
H -4.92371 -1.34533 -1.30532  0.233
H -3.90081 -0.32274 -2.28578  0.224
H -4.46453 -2.32542 0.49771  0.229
H -2.86040 -2.25063 1.28933  0.229
H -4.03495 -1.02066 1.66576  0.206
H 0.66896 -1.01408 2.80292  0.225
H 0.15767 -2.15623 1.60214  0.220
H 1.05895 0.69369 0.81239  0.207
H -0.14298 -0.58317 -1.20166  0.187
H 1.00343 -1.95817 -0.68565  0.192
H 4.03254 0.28969 -1.54536  -0.306
H 4.48619 -0.11368 0.43144  -0.185
H 3.03783 1.12081 0.00417  -0.104
H 3.25083 -2.83255 -0.58501  0.273
H 4.83009 -2.05452 -0.36912  0.229
H 2.89581 -0.96156 -3.66409  0.519
H 5.45323 -1.68666 -3.79790  0.515
H -0.48088 1.58787 2.90727  0.244
Fe 5.66770 -0.34997 -1.59865  0.835

Summary:
Charge: +1
⟨S²⟩: 6.078
E_HOMO (alpha / beta) in eV: -11.0410 / -9.8390
Multiplicity: 5

---

[5]
Formula: C19H41BCaN6Si4Te
Source: the OMol25 dataset
Level of theory: ωB97M-V/def2-TZVPD

Each line ends with the Mulliken charge.
Cartesian coordinates (Å):
H -0.29418 2.87875 0.95426  0.398
N 0.06297 1.62409 -0.74217  -0.280
B 0.69879 0.71523 -3.06072  -0.373
N 0.57127 1.86604 -2.00577  0.124
C 0.85114 3.17826 -2.13290  -0.054
Ca -0.66386 -0.49204 0.02865  1.778
H 1.25471 3.54885 -3.06367  0.450
C 0.53099 3.81871 -0.93191  -1.164
H 0.62375 4.86302 -0.70285  0.382
C 0.05175 2.80412 -0.07679  -0.204
H 1.13791 1.13646 -4.09042  -0.120
C -2.04436 -2.31510 1.07095  -1.047
H -2.42876 -2.74189 2.00617  0.298
H -0.96138 -2.55681 1.02339  0.364
H -2.55690 -2.74357 0.19666  0.364
N -0.73158 0.11390 -3.27843  0.140
N 1.62495 -0.40211 -2.48530  0.086
N -1.45468 -0.42498 -2.20890  -0.464
N 1.28976 -1.01863 -1.28854  -0.173
C -1.46542 0.05702 -4.40792  -0.081
C 2.77519 -0.92211 -2.96428  -0.132
H -1.06323 0.44080 -5.33819  0.440
H 3.19556 -0.55985 -3.89114  0.435
C -2.69350 -0.52799 -4.10738  -1.105
C 3.22107 -1.89361 -2.06604  -1.158
C -2.64601 -0.81472 -2.72704  -0.210
C 2.27113 -1.90532 -1.02457  -0.237
H -3.50205 -0.70682 -4.79160  0.385
H 4.09798 -2.50013 -2.14410  0.396
H -3.41504 -1.26761 -2.11197  0.437
H 2.26416 -2.47763 -0.10698  0.500
H -2.28418 -1.21758 1.14658  0.139
C -3.34857 -0.66577 4.74201  -0.818
Si -1.89023 -1.10286 5.83749  0.399
C -2.08984 -0.33900 7.54388  -0.953
C -1.71255 -2.96715 5.97596  -1.081
Si 0.07814 -0.23546 4.86844  0.455
Te 0.97358 -0.86792 2.67239  -0.389
Si 0.01966 2.11033 4.98547  0.104
C 0.16384 2.60557 6.79362  -0.903
C 1.43778 2.84404 3.99466  -0.869
C -1.61876 2.67303 4.26179  -1.037
Si 1.87813 -1.00368 6.15198  0.131
C 1.59303 -0.67980 7.97927  -0.968
C 2.05431 -2.84802 5.84338  -0.933
C 3.42272 -0.10637 5.56780  -0.985
H -4.23633 -1.17662 5.14119  0.378
H -3.20221 -1.00019 3.70731  -0.007
H -3.55592 0.41051 4.72521  0.270
H -3.00433 -0.76154 7.98394  0.391
H -1.26056 -0.56308 8.22328  0.226
H -2.21252 0.74949 7.50836  0.217
H -1.44074 -3.42009 5.01431  0.289
H -0.96301 -3.26629 6.71828  0.249
H -2.68358 -3.37950 6.28444  0.404
H 1.10522 2.27679 7.24838  0.188
H 0.14351 3.70355 6.83553  0.391
H -0.65846 2.23484 7.41485  0.241
H 1.43301 2.50435 2.95244  0.161
H 1.33342 3.93825 4.00210  0.352
H 2.41653 2.59660 4.42150  0.253
H -1.77566 2.27950 3.24940  0.257
H -2.47482 2.37632 4.87910  0.302
H -1.60888 3.77025 4.20125  0.377
H 0.73568 -1.23285 8.37737  0.248
H 2.48841 -1.03120 8.51063  0.382
H 1.45719 0.37932 8.22108  0.250
H 2.10279 -3.07707 4.77318  0.232
H 2.99354 -3.17833 6.30872  0.357
H 1.23624 -3.43250 6.27902  0.238
H 3.55640 -0.17885 4.48277  0.303
H 3.42047 0.95499 5.84267  0.214
H 4.28683 -0.57997 6.05477  0.368

Summary:
E_HOMO in eV: -6.5979
Energy above the lowest of the compared OMol25 structures with the same formula, charge and spin in kJ/mol: 0.0

---

What did we get for E? Answer: -8737.978; -124581.083; -140895.649; -69503.494; -87234.860 eV, in the order shown.